# 1
C38H52F3MnN3O3S2Si | wB97M-V/def2-TZVPD

As for the spin multiplicity: 2. Its gap between HOMO and LUMO (spin up / spin down) is 0.2191 / 0.2058 Eh.

Geometry as XYZ:
```
103
Properties=species:S:1:pos:R:3:forces:R:3:mulliken_charge:R:1
Mn 0.65836 -0.43422 -1.23369 -0.08 0.24 -0.38 0.2417
S 1.07005 1.81024 -0.50215 0.26 0.11 0.07 -0.3248
C -0.52246 2.27525 -0.29717 -0.11 0.06 0.02 0.0129
N -0.97485 2.90399 0.77378 -0.05 -0.05 0.06 0.2720
C -2.37816 3.30848 0.83291 -0.10 0.02 0.07 -0.7173
C -2.77608 3.86719 -0.50732 0.04 0.01 0.04 -0.8705
N -2.50000 2.88275 -1.54868 -0.07 -0.10 0.00 0.1846
C -3.43806 2.87004 -2.67453 0.03 0.02 0.02 -1.1803
C -4.81621 2.45254 -2.22727 -0.02 -0.01 0.02 0.1577
C -5.90693 3.29551 -2.39557 -0.01 -0.01 -0.03 -0.3294
C -7.16496 2.90993 -1.94922 0.00 0.01 -0.01 -0.6306
C -7.33068 1.68551 -1.32057 0.00 -0.01 0.01 -0.4581
C -6.23968 0.84297 -1.14228 0.00 0.01 -0.01 -0.6345
C -4.98868 1.22321 -1.59840 0.02 0.03 -0.03 0.5536
C -1.49164 2.02828 -1.43215 0.13 0.01 -0.01 -0.0881
S -1.16079 0.79604 -2.50959 -0.04 -0.02 -0.03 -0.6531
C -0.12471 3.21269 1.93414 -0.04 0.13 -0.05 -0.5189
C -0.82609 2.96813 3.24597 0.03 -0.01 -0.11 0.4333
C -1.37181 1.72093 3.53325 -0.20 0.00 0.06 0.5220
C -1.99626 1.50411 4.75231 0.02 -0.02 -0.04 -1.3302
C -2.07379 2.52342 5.69279 0.01 0.00 0.01 -0.5999
C -1.53192 3.76764 5.40881 0.01 0.00 0.01 -0.6598
C -0.91392 3.98847 4.18533 0.02 -0.02 0.02 -0.6164
H -2.48170 4.06609 1.60690 0.01 0.03 -0.01 0.7060
H -2.99506 2.44723 1.10378 0.07 0.02 -0.07 0.1224
H -2.24179 4.79791 -0.72429 0.00 0.00 -0.03 0.2474
H -3.84680 4.06752 -0.52049 0.00 0.01 0.01 0.5468
H -3.03480 2.19763 -3.42725 -0.03 -0.01 -0.01 0.4526
H -3.46682 3.87982 -3.09189 0.01 0.01 0.00 0.4181
H -5.77519 4.25744 -2.87929 0.00 0.00 0.00 0.3619
H -8.01134 3.57051 -2.08648 0.00 0.00 0.00 0.3783
H -8.30836 1.38786 -0.96427 0.00 0.00 0.00 0.3897
H -6.35706 -0.11011 -0.64357 0.00 0.01 -0.01 0.4657
H -4.13902 0.57025 -1.45202 -0.03 0.05 0.03 0.0236
H 0.17403 4.26313 1.86604 0.02 0.00 -0.02 0.3146
H 0.77225 2.60508 1.84024 -0.02 0.05 0.03 0.2032
H -1.34601 0.92809 2.79577 0.01 0.02 -0.01 0.5876
H -2.42398 0.53223 4.96262 0.00 0.01 0.02 0.4736
H -2.55877 2.34872 6.64475 0.00 0.00 -0.01 0.4140
H -1.59102 4.56701 6.13640 0.00 -0.01 -0.01 0.3932
H -0.48928 4.96149 3.96263 -0.01 -0.01 -0.01 0.3970
O 0.09723 -2.10542 -2.49763 0.02 0.07 -0.01 -0.3328
C 0.87330 -2.22839 -3.67993 0.02 -0.05 -0.04 -1.3908
C 1.58983 -0.95053 -4.01514 0.02 -0.01 0.05 0.9677
C 2.04342 -0.71403 -5.30361 0.01 -0.02 -0.02 -0.9396
C 2.81476 0.40550 -5.55101 0.00 0.00 -0.02 -0.5181
C 3.10260 1.25173 -4.49270 0.00 0.01 0.00 -1.0933
C 2.58730 0.95773 -3.24609 -0.03 0.03 0.03 -0.2406
N 1.83357 -0.12015 -2.99524 -0.01 -0.04 -0.06 0.8611
H -0.84056 -2.00385 -2.70045 -0.02 -0.08 0.02 0.2364
H 0.26695 -2.57752 -4.51631 -0.03 0.05 -0.01 0.5608
H 1.63227 -2.98785 -3.48311 -0.05 -0.02 -0.04 0.2863
H 1.79553 -1.41112 -6.09366 0.01 0.00 0.01 0.5180
H 3.18497 0.61249 -6.54649 0.00 0.00 0.01 0.4203
H 3.71388 2.13343 -4.62318 -0.01 0.00 0.00 0.4827
H 2.78487 1.60649 -2.40619 0.01 0.00 0.01 0.4226
C 1.47232 0.28720 2.35042 0.07 -0.04 -0.03 -1.2509
C 1.78050 -1.20886 2.23228 0.03 -0.01 -0.01 3.1975
C 2.90643 -1.50032 3.23593 0.01 -0.02 -0.02 -2.1037
C 0.50889 -1.88792 2.77305 0.01 0.01 -0.01 -2.1533
Si 2.16835 -1.72251 0.33712 0.07 -0.04 0.14 -0.1041
C 4.09817 -1.41833 0.01577 0.01 -0.01 0.02 2.5616
C 5.09404 -2.34175 0.73144 0.00 0.00 -0.02 -1.9250
C 4.41982 0.03007 0.41117 -0.01 0.01 -0.02 -1.8949
C 4.43600 -1.53739 -1.47941 0.00 0.03 0.01 -1.7472
C 1.88561 -3.67857 0.26708 -0.01 0.00 -0.02 3.0330
C 2.47051 -4.49554 1.42958 0.04 0.03 0.00 -1.9243
C 2.51993 -4.26278 -1.00168 0.00 0.04 -0.05 -1.7382
C 0.38294 -3.99273 0.18391 0.01 0.00 0.00 -1.7395
H 1.34813 0.55250 3.41009 -0.01 -0.01 -0.02 0.7833
H 0.53572 0.51152 1.83913 0.07 -0.04 -0.02 -1.0754
H 2.24705 0.93115 1.93273 0.07 -0.04 0.00 0.5115
H 2.55235 -1.26264 4.24804 0.01 -0.01 -0.01 0.5768
H 3.78825 -0.88361 3.05723 0.00 -0.05 0.01 0.3719
H 3.21956 -2.54315 3.23698 0.00 -0.06 -0.01 0.3226
H 0.27888 -1.46301 3.75983 0.00 0.00 0.00 0.5502
H 0.61489 -2.96086 2.90884 0.02 -0.06 0.00 0.4505
H -0.35076 -1.70717 2.12732 0.04 -0.01 0.03 0.0633
H 4.97456 -2.36047 1.81095 -0.03 0.03 0.10 0.2657
H 6.11811 -2.00448 0.51911 -0.01 0.00 0.01 0.5417
H 5.01877 -3.36906 0.36994 0.01 0.04 0.01 0.3613
H 4.35547 0.19464 1.48703 -0.01 0.02 -0.05 0.2662
H 3.73966 0.73849 -0.07312 0.00 0.01 0.00 0.2099
H 5.44174 0.28488 0.10066 -0.01 0.00 0.00 0.5989
H 4.33931 -2.55604 -1.85308 -0.02 -0.01 0.00 0.3063
H 5.47856 -1.23170 -1.64135 0.00 -0.01 0.01 0.6031
H 3.80786 -0.89515 -2.08900 0.02 0.00 0.02 0.0493
H 3.54293 -4.33978 1.55273 -0.04 0.00 0.01 0.2568
H 2.31693 -5.56417 1.22634 0.00 0.01 0.01 0.5798
H 1.99266 -4.28414 2.38271 -0.04 0.04 0.05 0.2991
H 3.60805 -4.30351 -0.93619 -0.02 0.00 -0.02 0.3235
H 2.25786 -3.68628 -1.88989 0.03 -0.03 0.05 -0.1640
H 2.16347 -5.28942 -1.15559 0.00 0.00 0.01 0.5986
H -0.17794 -3.61876 1.03851 0.00 -0.02 -0.02 0.2832
H 0.24100 -5.08140 0.14652 0.00 0.00 0.00 0.6677
H -0.06267 -3.56766 -0.71297 0.03 -0.02 0.03 -0.0945
F -4.12963 -1.60625 -0.65926 0.01 -0.03 0.03 -0.2192
C -2.90360 -1.92895 -0.21819 0.05 -0.13 -0.05 0.5358
F -3.05642 -2.76566 0.81568 0.03 -0.03 0.03 -0.2808
F -2.31559 -2.63124 -1.21441 -0.04 0.14 0.03 -0.1780
C -2.08797 -0.67400 0.21513 0.01 0.13 0.03 -0.2546
O -2.75405 0.22293 0.72406 0.04 0.02 -0.01 -0.5437
O -0.84647 -0.73763 0.04729 -0.26 -0.38 0.17 0.3202
```
Forces are in eV/Å.

# 2
C38H52N3OP2Pb | wB97M-V/def2-TZVPD

Its gap between HOMO and LUMO (spin up / spin down) is 0.1977 / 0.1977 Eh. The total charge is +3. As for the energy above the lowest of the compared OMol25 structures with the same formula, charge and spin: 0.0 kJ/mol.

Geometry as XYZ:
```
97
Properties=species:S:1:pos:R:3:forces:R:3:mulliken_charge:R:1
C 2.14414 -1.94989 -1.31049 0.83 0.07 -0.49 0.0520
C 1.73851 0.14294 -2.30968 0.80 -0.36 0.31 -1.2553
C 2.97832 -2.35328 -2.37170 -0.85 1.09 0.16 -1.0835
C 2.53704 -0.17764 -3.41521 -0.31 0.03 0.19 -0.8525
C 3.17751 -1.42684 -3.42713 0.11 -0.27 0.45 -1.1780
H 3.41988 -3.34196 -2.33617 0.00 0.09 -0.34 0.6270
H 2.62865 0.55786 -4.23369 0.00 -0.70 0.39 0.6371
H 3.82233 -1.70115 -4.26811 -0.25 0.11 0.32 0.4914
N 1.70453 -0.68049 -1.23609 -1.48 -0.53 -0.51 1.0766
P -0.00270 -2.75833 0.43713 0.00 0.64 0.09 -1.3665
P 0.83624 2.26839 -0.57623 -0.47 -0.93 0.23 -0.5249
C 1.74243 -2.91195 -0.18284 0.09 0.18 0.27 -0.9140
H 1.83572 -3.96857 -0.48145 0.28 0.41 -0.06 0.9350
H 2.40584 -2.74088 0.68894 -0.31 -0.24 -0.38 0.5564
C 0.81532 1.34715 -2.25483 -0.12 0.41 0.93 -0.6578
H 1.06926 2.09403 -3.02042 -0.25 -0.46 0.03 2.2336
C -0.54201 3.59311 -0.59199 -0.26 -0.09 0.16 1.9553
C 2.54954 2.88414 -0.16494 -0.26 -0.26 0.24 2.1679
C -1.24303 -3.33161 -0.84705 -0.25 0.30 0.05 2.1484
C -0.14080 -3.48105 2.15585 -0.10 0.33 0.03 2.5415
C -1.82730 3.10014 0.12629 -0.02 -0.15 -0.04 -1.5010
H -1.73289 3.12116 1.22139 0.09 0.04 -0.36 0.3239
H -2.64837 3.77959 -0.15359 0.32 -0.11 0.11 0.5261
H -2.13686 2.09028 -0.17547 0.05 0.44 0.02 0.1686
C -0.05186 4.84183 0.15886 0.28 -0.08 0.01 -1.6061
H 0.07898 4.62528 1.23050 -0.03 0.21 -0.39 0.3009
H 0.89302 5.21349 -0.26211 -0.41 0.12 0.20 0.3300
H -0.82702 5.61919 0.05363 0.33 -0.28 0.05 0.5618
C -0.87852 3.92514 -2.05817 0.01 0.01 -0.15 -1.5911
H -1.29477 4.94418 -2.08815 0.07 -0.38 -0.06 0.6060
H 0.00154 3.90291 -2.71754 -0.33 0.21 0.12 0.2135
H -1.62661 3.22085 -2.45071 0.26 0.36 0.04 0.3306
C 2.54906 3.46223 1.29543 0.05 0.06 -0.15 -1.4371
H 1.73198 3.07108 1.92647 0.20 0.17 -0.24 0.1735
H 3.48957 3.19008 1.80197 -0.31 0.15 -0.28 0.4102
H 2.48600 4.56011 1.26915 -0.08 -0.48 0.17 0.4477
C 3.54699 1.70096 -0.21688 -0.02 0.08 -0.03 -1.5442
H 3.16328 0.80650 0.29786 0.27 0.32 -0.31 -0.1663
H 3.80070 1.44460 -1.25210 -0.05 -0.11 0.29 0.3187
H 4.46777 2.01118 0.29875 -0.22 -0.07 -0.27 0.7665
C 2.89257 3.93076 -1.25305 0.49 0.31 -0.23 -1.5323
H 2.12668 4.07232 -2.04200 0.30 -0.02 0.50 0.3506
H 3.08666 4.90505 -0.78091 -0.06 -0.26 -0.35 0.4674
H 3.80804 3.61284 -1.77583 -0.25 0.24 0.16 0.3452
C -1.55573 -3.20221 2.75005 0.01 -0.13 0.01 -1.6499
H -1.48040 -3.17246 3.84976 0.02 -0.14 -0.39 0.4678
H -1.97640 -2.22824 2.44258 0.18 -0.35 0.06 0.2927
H -2.26562 -3.99944 2.48421 0.22 0.39 0.09 0.3773
C 0.90371 -2.84103 3.10355 -0.02 -0.04 -0.15 -2.0693
H 1.91676 -2.82132 2.67960 -0.22 0.01 0.21 0.4023
H 0.60512 -1.83499 3.44018 0.07 -0.33 -0.23 0.0782
H 0.94713 -3.47686 4.00096 -0.04 0.24 -0.24 0.7265
C 0.16061 -4.98719 1.97737 0.20 -0.45 0.18 -1.4346
H 0.79464 -5.32115 2.81197 -0.31 -0.02 -0.22 0.3594
H -0.77427 -5.56743 1.98772 0.45 0.11 -0.07 0.4359
H 0.72391 -5.23252 1.05674 -0.29 0.06 0.47 0.3661
C -1.02831 -2.59174 -2.20670 0.31 0.12 0.05 -1.4343
H -0.87812 -3.33374 -3.00480 -0.20 0.26 0.24 0.3996
H -1.88339 -1.93976 -2.43748 0.26 -0.34 0.05 0.4031
H -0.14819 -1.93999 -2.22153 -0.17 -0.21 -0.07 0.0297
C -2.67404 -3.02482 -0.32779 0.14 -0.20 0.03 -1.6716
H -2.78199 -1.97874 0.00914 0.02 -0.32 -0.13 0.3141
H -3.35814 -3.15615 -1.17861 0.14 -0.04 0.30 0.5358
H -2.98127 -3.70575 0.48132 0.09 0.32 -0.36 0.3521
C -1.01264 -4.83646 -1.05004 -0.05 -0.23 0.09 -1.5772
H 0.02396 -5.02973 -1.38055 -0.48 -0.09 0.03 0.4668
H -1.22575 -5.42352 -0.14320 0.04 0.19 -0.50 0.3325
H -1.70058 -5.15642 -1.84904 0.28 -0.01 0.27 0.5070
Pb -0.18789 -0.13823 0.34521 -0.99 1.28 -2.24 1.5703
C 1.92543 -0.03823 1.96244 1.46 -0.07 2.08 -0.0181
O 2.58958 0.04670 2.87495 -0.77 0.02 -1.40 -0.1460
N -1.46260 0.38642 -1.48848 2.96 -0.32 0.79 -0.9162
C -0.68051 0.86589 -2.40429 -1.79 -0.60 0.49 0.8953
C -1.39716 0.96004 -3.70899 0.23 0.21 0.33 0.4712
C -2.79874 0.90807 -3.62244 -0.26 0.11 -0.53 -0.2546
C -0.72577 1.07642 -4.92219 -0.35 0.08 0.15 -0.2618
C -3.55926 1.02698 -4.78136 0.54 -0.06 0.13 -0.9596
H -3.26281 0.77623 -2.63872 0.09 0.21 -0.61 0.3822
C -1.48669 1.17971 -6.08623 -0.32 -0.08 0.25 -1.0082
H 0.36730 1.06497 -4.91894 -0.37 0.11 -0.32 0.3720
C -2.89208 1.16176 -6.00847 0.25 0.03 -0.11 -0.5982
H -4.64795 1.01768 -4.70833 0.35 0.00 -0.22 0.4651
H -0.97654 1.27655 -7.03735 -0.21 -0.02 -0.01 0.4874
H -3.47753 1.25381 -6.92336 0.20 -0.01 0.21 0.4413
N -1.59559 0.67197 2.15334 0.96 -0.43 1.86 -0.5007
C -1.35923 0.62611 3.30526 -0.63 0.04 -3.00 0.7024
C -1.17761 0.55931 4.67931 0.57 -0.03 0.72 0.4499
C -2.30883 0.79015 5.45535 -0.41 0.04 0.62 -0.4518
C -2.19396 0.73011 6.84408 0.49 -0.08 -0.56 -0.7958
C -0.92389 0.43965 7.38100 -0.37 0.04 0.77 -0.3452
C 0.21906 0.21480 6.59927 0.05 -0.02 -0.55 -0.9060
C 0.09553 0.27794 5.21295 -0.21 0.12 0.42 0.0752
H -3.24698 1.01441 4.94256 0.20 -0.07 0.38 0.5013
H -3.08321 0.91078 7.45730 0.58 -0.12 -0.07 0.4485
H -0.83269 0.39075 8.47482 0.01 0.02 -0.53 0.4043
H 1.20813 -0.00506 7.03479 -0.78 0.18 -0.06 0.4425
H 0.94611 0.14027 4.54341 -0.29 0.04 0.44 0.1902
```
Forces are in eV/Å.